Model i:
Entry from the OMol25 dataset: one molecule with the formula C5H8OS (ωB97M-V with the def2-TZVPD basis set).

CARTESIAN COORDINATES (ANGSTROEM)
C 0.199 -1.072 -0.079
C 1.422 -1.028 0.326
C 0.152 1.506 -0.214
C -0.598 0.175 -0.497
C -1.948 -0.048 0.311
O 3.406 0.300 -0.703
S 2.573 0.302 0.491
H -0.345 -1.936 -0.120
H 1.994 -1.963 0.638
H 0.700 1.942 -0.990
H -0.010 1.874 0.788
H -0.900 0.153 -1.584
H -2.893 -0.208 -0.334
H -2.048 0.868 0.969
H -1.702 -0.867 0.998

Summary:
- Spin multiplicity: 1
- HOMO energy (alpha / beta): -8.45 / -8.42 eV
- Charge: 0
- Molecular weight: 116.2 g mol⁻¹

Atomic partial charges in e from the natural (NBO) method, atoms 1 to 8:
1 C -0.1116
2 C -0.4848
3 C -0.3292
4 C -0.3375
5 C -0.6065
6 O -0.8569
7 S 1.0310
8 H 0.2045

Model ii:
Entry from the OMol25 dataset: C5H8OS as an isolated structure (ωB97M-V with the def2-TZVPD basis set).

CARTESIAN COORDINATES (ANGSTROEM)
C 0.177 0.819 -1.009
C -0.976 -0.136 -0.707
C -0.380 -1.166 0.228
C 0.334 -0.207 1.173
C -0.066 1.069 0.509
H 1.986 -0.922 -0.947
H -0.204 1.792 -1.399
H -1.780 -0.419 -1.434
H 0.319 -1.876 -0.220
H -1.180 -1.802 0.798
H 1.442 -0.147 1.302
H -0.246 -0.219 2.101
H 0.215 2.065 0.859
O -1.464 0.840 0.250
S 1.822 0.309 -1.503

Summary:
- Spin multiplicity: 1
- HOMO energy: -9.15 eV
- Charge: 0
- Molecular weight: 116.2 g mol⁻¹

Atomic partial charges in e from the natural (NBO) method, atoms 1 to 8:
1 C -0.3972
2 C 0.0639
3 C -0.4356
4 C -0.4588
5 C 0.0825
6 H 0.1323
7 H 0.2615
8 H 0.2100

Model iii:
Entry from the OMol25 dataset: one molecule with the formula C5H8OS (ωB97M-V with the def2-TZVPD basis set).

CARTESIAN COORDINATES (ANGSTROEM)
C -2.067 -0.534 -0.391
C -0.904 -0.013 0.662
C 0.083 0.993 0.241
C 1.404 1.141 -0.243
C 2.300 -0.034 -0.078
H -1.562 -0.912 -1.395
H -2.785 0.165 -0.871
H -2.870 -1.215 0.104
H -0.637 -0.835 1.217
H -1.534 0.687 1.258
H -0.863 1.826 -0.089
H 1.817 1.987 -0.686
H 2.149 -1.992 0.252
O 1.494 -1.164 -0.023
S 3.974 -0.100 0.044

Summary:
- Spin multiplicity: 1
- HOMO energy: -8.85 eV
- Charge: 0
- Molecular weight: 116.2 g mol⁻¹

Atomic partial charges in e from the natural (NBO) method, atoms 1 to 8:
1 C -0.6240
2 C -0.4577
3 C -0.0480
4 C -0.3304
5 C 0.2213
6 H 0.2212
7 H 0.2149
8 H 0.2303

Need the numbers? Relative energies in kcal/mol: model i 51.7; model ii 0.0; model iii 34.6.

Model i:
Entry from the OMol25 dataset: C42H58F6I2N6O4PTeTl as an isolated structure (ωB97M-V with the def2-TZVPD basis set).

CARTESIAN COORDINATES (ANGSTROEM)
Tl -14.999 -16.198 1.959
I -16.256 -15.753 5.227
C -15.025 -16.338 6.788
I -14.356 -14.645 8.035
H -14.183 -16.670 6.285
H -15.465 -17.080 7.431
O -18.321 -8.461 1.416
C -17.163 -8.232 2.121
O -16.826 -7.121 2.321
C -16.397 -9.444 2.444
C -16.376 -10.555 1.661
C -15.606 -11.683 1.942
C -14.743 -11.620 3.025
C -14.728 -10.516 3.829
C -15.519 -9.422 3.553
N -14.013 -12.744 3.320
C -13.014 -12.987 2.546
C -12.141 -14.115 2.907
C -10.810 -14.027 2.475
C -9.935 -14.934 2.971
C -10.371 -15.948 3.816
C -11.728 -15.979 4.131
N -12.566 -15.091 3.694
H -18.526 -9.385 1.472
H -16.937 -10.512 0.771
H -15.711 -12.608 1.313
H -14.052 -10.431 4.702
H -15.459 -8.608 4.196
H -12.715 -12.327 1.668
H -10.609 -13.216 1.745
H -8.919 -14.887 2.738
H -9.674 -16.683 4.193
H -12.163 -16.778 4.767
O -15.574 -18.524 -0.946
H -15.530 -18.993 -0.106
H -14.827 -17.832 -0.912
C -11.320 -24.335 1.302
C -12.080 -23.353 2.138
C -12.665 -22.218 1.589
C -13.397 -21.331 2.416
C -13.889 -20.050 1.772
C -13.462 -21.582 3.790
Te -14.107 -20.151 5.198
C -12.973 -22.790 4.313
C -13.286 -23.281 5.692
C -12.226 -23.585 3.480
H -11.838 -24.386 0.308
H -11.391 -25.313 1.737
H -10.313 -23.951 1.157
H -12.713 -22.065 0.533
H -13.898 -20.164 0.725
H -13.199 -19.232 1.949
H -14.907 -19.787 2.148
H -14.334 -23.200 5.865
H -12.887 -22.749 6.564
H -13.019 -24.345 5.884
H -11.781 -24.522 3.738
N -16.841 -14.830 1.923
P -18.114 -15.021 1.054
N -17.908 -14.714 -0.499
C -16.623 -15.100 -1.119
C -16.542 -14.577 -2.559
C -17.140 -13.141 -2.650
C -18.662 -13.284 -2.334
C -19.004 -14.504 -1.450
N -18.915 -16.519 1.234
C -18.027 -17.617 1.637
C -18.831 -18.968 1.774
C -20.313 -18.659 2.017
C -20.826 -17.869 0.779
C -19.814 -16.984 0.169
N -19.454 -14.004 1.325
C -20.490 -14.296 2.314
C -19.991 -13.854 3.702
C -19.288 -12.502 3.656
C -19.775 -11.810 2.419
C -19.323 -12.572 1.217
H -16.461 -16.179 -0.973
H -15.857 -14.579 -0.577
H -17.023 -15.277 -3.239
H -15.486 -14.563 -2.865
H -16.928 -12.720 -3.671
H -16.713 -12.442 -1.954
H -19.208 -13.353 -3.260
H -18.910 -12.342 -1.813
H -19.081 -15.389 -2.113
H -19.908 -14.342 -0.888
H -17.545 -17.253 2.591
H -17.338 -17.828 0.820
H -18.298 -19.539 2.543
H -18.680 -19.477 0.811
H -20.333 -18.091 2.984
H -20.769 -19.624 2.224
H -21.709 -17.214 1.024
H -21.229 -18.502 0.005
H -20.359 -16.205 -0.380
H -19.186 -17.518 -0.516
H -20.742 -15.351 2.312
H -21.428 -13.815 1.979
H -19.329 -14.600 4.101
H -20.757 -13.765 4.499
H -18.218 -12.675 3.551
H -19.393 -11.925 4.574
H -19.454 -10.697 2.432
H -20.866 -11.713 2.415
H -18.267 -12.343 1.008
H -19.932 -12.208 0.414
C -11.414 -16.334 -0.481
C -12.626 -16.042 -1.424
O -13.829 -16.308 -1.018
C -12.373 -16.763 -2.767
F -11.187 -16.439 -3.355
F -13.281 -16.439 -3.722
F -12.386 -18.087 -2.673
C -12.463 -14.509 -1.630
F -11.274 -14.160 -2.132
F -12.495 -13.821 -0.429
F -13.407 -13.944 -2.380
H -11.517 -17.331 -0.150
H -11.522 -15.676 0.374
H -10.489 -16.217 -1.063

Summary:
- Spin multiplicity: 1
- HOMO energy: -1.49 eV
- Charge: -2
- Molecular weight: 1441.7 g mol⁻¹

Atomic partial charges in e from the Löwdin method, atoms 1 to 8:
1 Tl 0.5692
2 I 0.7602
3 C -1.1358
4 I 0.5356
5 H -0.1187
6 H -0.0333
7 O 0.0916
8 C -0.4938

Model ii:
Entry from the OMol25 dataset: C42H58F6I2N6O4PTeTl as an isolated structure (ωB97M-V with the def2-TZVPD basis set).

CARTESIAN COORDINATES (ANGSTROEM)
Tl 0.226 0.607 -0.001
I -2.350 3.098 1.289
C -2.181 4.966 0.174
I -3.893 6.103 -0.124
H -1.959 4.645 -0.800
H -1.374 5.627 0.662
O -3.771 -4.740 2.230
C -4.850 -4.274 1.572
O -5.854 -4.907 1.526
C -4.694 -2.939 0.863
C -3.521 -2.244 0.743
C -3.368 -1.155 -0.013
C -4.490 -0.738 -0.778
C -5.721 -1.405 -0.656
C -5.831 -2.521 0.181
N -4.306 0.449 -1.603
C -3.262 0.613 -2.240
C -2.879 1.776 -3.003
C -1.825 1.606 -3.847
C -1.368 2.695 -4.599
C -1.875 3.960 -4.347
C -2.886 4.057 -3.414
N -3.458 2.970 -2.788
H -3.123 -4.028 2.374
H -2.747 -2.588 1.415
H -2.425 -0.616 -0.018
H -6.581 -1.079 -1.260
H -6.765 -3.165 0.218
H -2.413 -0.155 -2.220
H -1.320 0.627 -3.975
H -0.547 2.469 -5.251
H -1.351 4.873 -4.761
H -3.320 5.003 -3.065
O 3.869 -1.957 0.608
H 4.489 -1.309 0.208
H 3.118 -1.885 -0.060
C 4.615 2.050 -5.708
C 3.667 3.179 -5.372
C 2.929 3.160 -4.231
C 2.126 4.220 -3.810
C 1.647 4.195 -2.385
C 1.887 5.332 -4.607
Te 0.417 6.919 -4.167
C 2.660 5.423 -5.795
C 2.611 6.636 -6.733
C 3.538 4.383 -6.130
H 4.307 1.150 -5.205
H 5.624 2.417 -5.401
H 4.528 1.771 -6.774
H 3.083 2.298 -3.580
H 1.934 3.352 -1.745
H 0.537 4.192 -2.410
H 2.034 5.092 -1.876
H 3.003 7.579 -6.230
H 1.585 7.008 -6.934
H 3.234 6.401 -7.609
H 4.027 4.369 -7.135
N -0.613 -0.335 1.850
P -0.036 -1.271 2.898
N 0.214 -2.851 2.466
C 0.172 -3.226 1.063
C 1.262 -4.241 0.676
C 1.083 -5.520 1.453
C 0.270 -5.239 2.740
C 0.740 -3.924 3.305
N 1.317 -0.798 3.658
C 2.240 0.105 2.927
C 3.065 0.872 3.904
C 2.518 0.901 5.322
C 2.436 -0.550 5.872
C 2.083 -1.567 4.671
N -1.028 -1.479 4.312
C -1.141 -0.443 5.370
C -2.279 0.585 5.123
C -3.258 0.004 4.084
C -3.571 -1.474 4.380
C -2.318 -2.245 4.176
H 0.176 -2.292 0.496
H -0.683 -3.857 0.847
H 2.208 -3.707 0.774
H 1.220 -4.367 -0.420
H 2.019 -5.910 1.755
H 0.644 -6.284 0.818
H 0.507 -6.095 3.487
H -0.803 -5.214 2.630
H 1.839 -3.905 3.346
H 0.298 -3.726 4.278
H 1.506 0.799 2.499
H 2.764 -0.370 2.164
H 3.224 1.891 3.630
H 4.101 0.373 4.048
H 1.540 1.383 5.351
H 3.152 1.441 6.024
H 1.743 -0.591 6.714
H 3.417 -0.793 6.265
H 1.556 -2.488 4.952
H 3.060 -1.847 4.231
H -0.258 0.156 5.359
H -1.281 -1.003 6.301
H -1.844 1.513 4.689
H -2.800 0.777 6.095
H -2.711 0.022 3.188
H -4.125 0.736 4.053
H -4.307 -1.866 3.623
H -3.895 -1.526 5.415
H -2.217 -2.661 3.124
H -2.371 -3.160 4.771
C 1.788 0.009 -3.115
C 1.688 -1.402 -2.515
O 1.631 -1.416 -1.169
C 2.951 -2.297 -3.070
F 3.014 -2.374 -4.426
F 2.917 -3.532 -2.638
F 4.098 -1.664 -2.717
C 0.453 -2.058 -3.073
F 0.406 -2.293 -4.414
F -0.619 -1.270 -2.785
F 0.100 -3.213 -2.507
H 2.596 0.534 -2.648
H 0.931 0.634 -2.827
H 1.823 0.045 -4.256

Summary:
- Spin multiplicity: 1
- HOMO energy: -1.81 eV
- Charge: -2
- Molecular weight: 1441.7 g mol⁻¹

Atomic partial charges in e from the Löwdin method, atoms 1 to 8:
1 Tl 0.6549
2 I 0.6548
3 C -1.1765
4 I 0.6978
5 H -0.1154
6 H 0.0107
7 O 0.1030
8 C -0.4917

Need the numbers? Relative energies in kcal/mol: model i 0.0; model ii 7.5.

Model i:
Entry from the OMol25 dataset: a 2-piece molecular cluster, C3H10OS overall (ωB97M-V with the def2-TZVPD basis set).

CARTESIAN COORDINATES (ANGSTROEM)
C -1.060 -0.777 -2.586
O -0.655 -0.379 -1.260
H -0.929 0.540 -1.130
H -2.070 -0.411 -2.753
H -0.233 -0.612 -3.269
H -1.181 -1.867 -2.553
C -0.584 0.085 2.036
C 1.925 0.740 0.987
S 0.869 1.141 2.350
H -1.232 0.217 2.904
H -1.058 0.175 1.075
H -0.266 -0.946 2.195
H 2.369 -0.246 0.955
H 2.781 1.416 0.954
H 1.324 0.924 0.095

Summary:
- Spin multiplicity: 1
- HOMO energy: -8.29 eV
- Charge: 0
- Molecular weight: 94.2 g mol⁻¹

Atomic partial charges in e from the natural (NBO) method, atoms 1 to 8:
1 C -0.2617
2 O -0.7359
3 H 0.4628
4 H 0.1793
5 H 0.1794
6 H 0.1790
7 C -0.7402
8 C -0.7640

Model ii:
Entry from the OMol25 dataset: a 3-piece molecular cluster, C3H10OS overall (ωB97M-V with the def2-TZVPD basis set).

CARTESIAN COORDINATES (ANGSTROEM)
C 1.680 1.126 -0.219
C 0.213 1.234 -0.220
S -2.458 0.476 0.439
C -1.858 -1.190 0.391
H -0.324 2.068 -0.673
H 2.092 1.191 -1.223
H 2.288 1.719 0.458
H -0.084 0.367 -0.823
H -0.192 1.106 0.806
H -2.735 -1.843 0.229
H -1.286 -1.453 1.273
H -1.255 -1.358 -0.520
H 1.799 -0.041 -0.059
H 1.266 -2.088 0.269
O 0.852 -1.316 -0.127

Summary:
- Spin multiplicity: 1
- HOMO energy: -8.31 eV
- Charge: 0
- Molecular weight: 94.2 g mol⁻¹

Atomic partial charges in e from the natural (NBO) method, atoms 1 to 8:
1 C -0.6144
2 C -0.6312
3 S 0.2619
4 C -0.8150
5 H 0.2144
6 H 0.2181
7 H 0.2084
8 H 0.2574

Model iii:
Entry from the OMol25 dataset: C3H10OS as an isolated structure (ωB97M-V with the def2-TZVPD basis set).

CARTESIAN COORDINATES (ANGSTROEM)
C 1.871 0.692 1.174
C 2.104 -0.716 0.765
S -1.047 -0.470 0.126
C -2.608 0.431 0.408
H 1.487 0.220 0.084
H 1.007 0.883 1.828
H 2.622 1.406 1.066
H 3.110 -0.981 0.422
H 1.429 -1.474 1.162
H -3.135 0.670 -0.485
H -2.377 1.394 0.930
H -3.269 -0.167 0.991
H 0.548 0.007 -3.042
H 0.261 0.122 -1.572
O 0.859 0.375 -2.185

Summary:
- Spin multiplicity: 1
- HOMO energy: -6.80 eV
- Charge: 0
- Molecular weight: 94.2 g mol⁻¹

Atomic partial charges in e from the Löwdin method, atoms 1 to 8:
1 C 0.0461
2 C 0.0320
3 S 0.3506
4 C -0.5971
5 H 0.0808
6 H 0.0880
7 H 0.0811
8 H 0.1088

Need the numbers? Relative energies in kcal/mol: model i 0.0; model ii 129.7; model iii 94.6.